Record 1
The following is a DFT calculation (the ωB97M-V functional and the def2-TZVPD basis) of 8 unconnected molecules or ions with the total composition C12H40O12 in a non-equilibrium geometry.

Structure (ORCA input):
```
! RIJCOSX wB97M-V def2-TZVPD def2/J DEFGRID3
* xyz 0 1
O 15.357 -22.120 -21.488
O 10.483 -18.304 -20.450
O 14.414 -15.315 -20.461
O 14.051 -16.031 -26.253
O 10.647 -15.321 -20.379
O 17.248 -15.030 -20.257
O 14.763 -12.541 -21.516
O 10.973 -14.536 -16.827
O 13.420 -13.636 -18.139
O 15.898 -19.985 -18.531
O 13.042 -19.534 -17.800
O 12.275 -16.776 -18.525
C 13.064 -15.572 -25.349
C 12.493 -12.785 -17.489
C 13.155 -17.136 -17.437
C 15.572 -20.929 -20.729
C 11.067 -13.282 -17.509
C 13.988 -16.360 -21.312
C 14.739 -12.377 -22.924
C 12.682 -18.485 -16.881
C 15.741 -21.215 -19.234
C 9.437 -16.065 -20.404
C 17.414 -14.889 -18.846
C 9.631 -17.395 -21.145
H 13.857 -16.056 -22.354
H 10.210 -17.141 -22.033
H 8.991 -16.237 -19.413
H 16.407 -20.443 -21.249
H 12.189 -17.610 -19.026
H 11.610 -15.083 -17.300
H 14.560 -17.293 -21.259
H 17.412 -13.858 -18.493
H 9.983 -18.647 -19.698
H 14.713 -20.274 -20.859
H 15.589 -12.906 -23.360
H 16.048 -22.771 -21.357
H 10.400 -12.578 -17.006
H 14.807 -11.311 -23.140
H 16.576 -15.416 -18.382
H 12.475 -14.800 -25.851
H 10.656 -13.388 -18.520
H 13.522 -15.198 -24.429
H 14.125 -17.180 -17.941
H 12.285 -16.313 -25.115
H 11.267 -15.866 -19.860
H 14.567 -16.702 -25.794
H 13.085 -18.741 -15.897
H 17.945 -14.470 -20.621
H 15.385 -15.304 -20.460
H 8.713 -15.414 -20.903
H 13.163 -16.455 -16.584
H 12.603 -11.758 -17.865
H 13.015 -16.691 -20.940
H 14.807 -13.487 -21.311
H 11.593 -18.474 -16.855
H 16.681 -19.546 -18.879
H 18.291 -15.373 -18.400
H 13.802 -12.691 -23.394
H 13.058 -14.112 -18.898
H 8.646 -17.794 -21.398
H 12.837 -12.711 -16.451
H 16.544 -21.927 -19.024
H 14.807 -21.656 -18.885
H 14.004 -19.554 -17.875
*
```

## Properties
molar mass = 376.44 g mol⁻¹
HOMO-LUMO gap = 9.802 eV

Atom charges from the Löwdin analysis, given in e for atoms 1 to 6: number 1, O, carries -0.069; number 2, O, carries -0.070; number 3, O, carries -0.124; number 4, O, carries -0.116; number 5, O, carries -0.077; number 6, O, carries -0.125

***

Record 2
The following is a DFT calculation (the ωB97M-V functional and the def2-TZVPD basis) of 8 unconnected molecules or ions with the total composition C12H40O14 in a non-equilibrium geometry.

Structure (ORCA input):
```
! RIJCOSX wB97M-V def2-TZVPD def2/J DEFGRID3
* xyz 0 1
O -2.154 4.117 -0.472
O 0.545 -2.496 1.008
O -1.055 -4.097 -0.840
O -1.069 4.597 3.074
O 0.069 2.032 -2.884
O 0.373 -0.530 -1.901
O 3.629 -1.422 0.582
O 1.395 1.930 1.715
O 6.182 -1.607 -2.102
O -3.914 0.850 3.422
O -2.240 -0.796 -1.403
O -3.528 2.002 0.477
O 1.437 -3.978 -3.495
O -0.871 0.373 3.123
C 1.219 0.517 -1.429
C 1.058 -4.095 -2.132
C -0.078 -0.845 2.817
C -2.734 0.503 -1.120
C 5.524 -1.907 -0.912
C 4.033 -1.450 -0.756
C -1.663 3.966 1.922
C -0.287 -1.317 1.371
C -1.256 4.460 0.575
C -2.991 0.676 0.399
C 0.460 1.789 -1.557
C -0.519 -3.885 -2.047
H 2.217 1.443 1.808
H -1.299 -1.615 1.291
H 0.058 -3.085 0.476
H -2.779 3.979 2.117
H -2.242 1.333 -1.463
H -3.635 -0.087 0.725
H -0.105 -0.512 0.667
H -0.295 -1.744 3.439
H -4.289 1.545 3.947
H -1.275 2.913 2.015
H -2.007 -4.151 -0.946
H 1.430 -3.049 -3.732
H 1.637 0.338 -0.490
H -0.294 4.011 0.384
H -1.816 0.141 3.212
H -2.083 0.730 0.910
H -2.690 3.392 -0.332
H 6.127 -1.452 -0.123
H -0.150 4.806 2.928
H -3.884 2.060 1.292
H 1.072 2.621 -1.219
H 0.813 1.601 2.405
H 0.912 -0.541 3.105
H -1.121 5.556 0.663
H -0.697 -2.817 -2.336
H 2.746 -1.784 0.581
H -4.768 0.668 3.043
H 7.104 -1.354 -1.886
H 2.019 0.504 -2.184
H -2.973 -1.407 -1.321
H 1.562 -4.941 -1.752
H 3.292 -1.967 -1.414
H -0.407 1.843 -0.867
H 5.703 -3.001 -0.753
H -1.017 -4.494 -2.756
H 3.970 -0.405 -1.124
H -3.605 0.369 -1.701
H 0.074 2.990 -2.984
H 1.601 -3.291 -1.568
H -0.469 -0.534 -1.489
*
```

## Properties
molar mass = 408.44 g mol⁻¹
HOMO-LUMO gap = 9.338 eV

Atom charges from the Löwdin analysis, given in e for atoms 1 to 6: number 1, O, carries -0.038; number 2, O, carries -0.051; number 3, O, carries -0.049; number 4, O, carries -0.068; number 5, O, carries -0.032; number 6, O, carries -0.059

***

Record 3
The following is a DFT calculation (the ωB97M-V functional and the def2-TZVPD basis) of a molecular structure, C12H43N6NbO4P3 in a non-equilibrium geometry.

Structure (ORCA input):
```
! RIJCOSX wB97M-V def2-TZVPD def2/J DEFGRID3
* xyz -1 1
Nb -4.046 4.850 -3.906
P 3.348 -1.503 2.854
P -6.600 4.746 -3.935
P -1.661 -0.018 -1.388
O -1.787 1.376 -1.900
O 1.887 -1.689 3.090
O -7.184 3.948 -5.255
O -7.292 6.237 -3.836
N -1.546 -0.878 -2.884
N 4.817 -1.810 2.092
N 3.305 0.110 2.245
N -3.184 -0.109 -0.579
N -1.132 -1.419 -0.520
N 3.977 -1.719 4.438
C -2.537 -1.642 -3.597
C 3.801 -3.046 5.002
C -0.952 -2.745 -1.071
C 4.046 1.221 2.800
C 4.900 -1.554 0.656
C -4.222 -1.071 -0.864
C -3.792 1.176 -0.226
C 4.461 -0.744 5.382
C -0.346 -0.619 -3.655
C 6.110 -1.971 2.727
C -1.228 -1.422 0.936
C 2.012 0.580 1.756
H 2.768 -3.391 4.901
H -4.195 6.584 -4.559
H -4.300 1.646 -1.076
H -1.910 -3.233 -1.281
H 6.508 -1.016 3.085
H 5.264 -0.543 0.451
H 4.455 -3.781 4.509
H 5.440 -1.047 5.782
H -2.204 -1.806 1.253
H -0.349 -2.745 -1.976
H -3.047 1.872 0.148
H -0.436 -2.015 1.400
H -2.864 -1.132 -4.510
H 6.083 -2.676 3.554
H -2.271 5.241 -3.878
H 1.502 -0.195 1.191
H -1.125 -0.413 1.331
H 2.144 1.426 1.077
H -3.831 -2.090 -0.917
H 3.598 1.594 3.731
H 3.776 -0.623 6.231
H -4.954 -1.079 -0.051
H -0.426 -1.038 -4.657
H -6.590 4.057 -6.009
H -4.763 -0.833 -1.788
H 5.094 0.967 2.972
H 3.927 -1.669 0.182
H 6.826 -2.383 2.013
H -3.756 3.094 -3.423
H -3.423 -1.854 -3.010
H -0.410 -3.372 -0.358
H -4.523 1.025 0.574
H 0.540 -1.075 -3.181
H 5.571 -2.269 0.174
H -2.130 -2.625 -3.887
H 4.049 -3.055 6.062
H -3.991 4.262 -5.670
H 4.613 0.238 4.947
H 1.355 0.901 2.574
H -0.160 0.454 -3.760
H -4.177 5.417 -2.135
H 4.058 2.051 2.090
H -6.891 6.845 -4.467
*
```

## Properties
molar mass = 521.34 g mol⁻¹
HOMO-LUMO gap = 5.593 eV

Atom charges from the Löwdin analysis, given in e for atoms 1 to 6: number 1, Nb, carries 0.471; number 2, P, carries 0.662; number 3, P, carries 0.494; number 4, P, carries 0.703; number 5, O, carries -0.296; number 6, O, carries -0.289

***

What is the formula in the second record?
C12H40O14

***

What is the molar mass in the first record?
376.44 g mol⁻¹

***

Number 3 is which compound?
C12H43N6NbO4P3

***

The highest molar mass belongs to which entry?
C12H43N6NbO4P3